No. 1
Here is a 2-piece molecular cluster, C2H4O2S overall from the Open Molecules 2025 dataset. Energies are from ωB97M-V/def2-TZVPD.

Each line ends with the Löwdin charge.
Geometry (Å):
C -0.95479 -0.75273 -1.02424  -0.28
C 1.61302 1.22960 0.90023  -0.16
O 2.68431 0.77894 1.16586  0.01
O -2.49595 -1.77272 0.79994  -0.59
S -1.88409 -2.09415 -0.48487  0.86
H -0.53399 0.22082 -0.70803  -0.01
H -0.67805 -0.82109 -2.09640  0.01
H 1.30344 2.18106 1.47666  0.10
H 0.94609 1.03028 -0.02914  0.06

Its spin multiplicity is 1. For the HOMO-LUMO gap, the calculation gives 8.928 eV. The HOMO energy comes out at -9.711 eV. The energy above the lowest of the compared OMol25 structures with the same formula, charge and spin comes out at 3.6803 eV.


No. 2
Here is an isolated ion of composition C7H5ClNO3S and charge -1 from the Open Molecules 2025 dataset. Energies are from ωB97M-V/def2-TZVPD.

Each line ends with the Löwdin charge.
Geometry (Å):
C -1.15612 -2.55863 -0.55565  -0.14
C -1.59396 -1.90527 0.58594  -0.12
C -0.19866 -1.95271 -1.35687  -0.12
C -1.08241 -0.67051 0.93783  -0.03
C 0.31257 -0.71984 -1.01913  -0.03
C -0.10968 -0.05647 0.14152  -0.27
C 0.67772 1.73595 1.47219  -0.61
N 0.44053 1.17791 0.35205  0.04
O 1.34361 3.07438 1.10641  -0.39
O 0.59575 1.54341 2.65706  0.05
O 2.73175 2.25851 -0.82607  -0.50
S 1.95285 3.34565 -0.30019  0.58
Cl 0.19706 3.48807 -1.53952  0.10
H -1.55500 -3.52965 -0.82124  0.08
H -2.34448 -2.36782 1.21515  0.09
H 0.15358 -2.45341 -2.25108  0.09
H -1.42462 -0.16982 1.83325  0.10
H 1.05953 -0.23976 -1.63165  0.10

Its total charge is -1. Its spin multiplicity is 1. For the HOMO-LUMO gap, the calculation gives 7.704 eV. The HOMO energy comes out at -4.288 eV.


No. 3
Here is C15H30Be2BrCaF12GaN2O16S4 as an isolated structure from the Open Molecules 2025 dataset. Energies are from ωB97M-V/def2-TZVPD.

Each line ends with the Löwdin charge.
Geometry (Å):
O 2.56833 -1.25571 3.62500  -0.11
C 3.53537 -1.70558 2.64250  -0.21
C 3.09768 -2.93677 1.83663  -0.16
C 2.01270 -2.40935 0.90973  -0.29
C 0.58712 -2.94529 0.87961  -0.21
Ga -0.66197 -1.40845 1.35534  0.24
Br -0.75397 -1.22763 3.78102  0.28
C -2.46286 -1.89348 0.51420  -0.23
C -3.72829 -1.16868 1.11995  -0.13
C -4.06332 -1.63540 2.57737  -0.48
F -5.41894 -1.95193 2.67281  0.07
F -3.36534 -2.85122 2.93758  -0.31
F -3.88056 -0.64486 3.47959  0.12
C 0.29253 0.27428 0.61566  -0.30
F 1.38109 -0.08101 -0.28371  0.00
F -0.69523 1.02339 -0.06400  0.00
C 0.84542 1.24194 1.73768  -0.28
F 1.98840 0.74218 2.32378  0.04
F 1.11023 2.46080 1.10354  0.01
H 2.62914 -1.82969 4.39979  0.09
H 3.76325 -0.92349 1.87784  0.08
H 4.46761 -1.99407 3.21625  0.15
H 2.82872 -3.79956 2.49309  0.14
H 3.98056 -3.23225 1.20302  0.11
H 1.96762 -1.28563 1.17609  0.08
H 2.36904 -2.55992 -0.17893  0.13
H 0.42999 -3.72923 1.67871  0.06
H 0.31313 -3.34392 -0.13554  0.06
H -2.56334 -3.02331 0.56459  0.05
H -2.37463 -1.65945 -0.58673  0.09
H -4.61475 -1.49317 0.49503  0.13
H -3.71662 -0.04553 1.02817  0.14
H 0.03062 1.38427 2.48604  0.14
Be 3.31793 -0.90702 0.40659  0.39
N 1.55334 -2.93542 -4.54069  -0.26
S 1.77142 -2.17321 -3.18282  0.51
O 2.91001 -1.30625 -3.09085  -0.25
O 1.39770 -2.85828 -1.97254  -0.30
F 0.59333 -1.10755 -3.29643  -0.16
S 2.64383 -4.04729 -4.77959  0.49
O 2.67572 -4.52714 -6.12210  -0.27
O 2.80247 -5.05484 -3.76711  -0.35
F 4.01753 -3.24984 -4.69643  -0.18
N 2.75505 4.11882 0.65680  -0.30
S 3.99957 3.21415 1.01184  0.51
O 5.29759 3.75688 0.74640  -0.28
O 3.84992 1.80259 0.83312  -0.30
F 3.94778 3.32895 2.60522  -0.19
S 2.56761 4.28062 -0.89455  0.48
O 1.67081 5.33483 -1.24869  -0.29
O 2.43858 3.08753 -1.68100  -0.28
F 3.96466 4.87457 -1.38369  -0.20
Ca -3.53190 -4.76486 3.52831  1.60
O 4.16821 -4.73916 -0.52780  -0.06
C 4.45813 -4.65442 -1.78337  -0.39
C 5.98937 -5.08075 -2.05090  -0.32
O 6.23422 -4.96922 -3.36031  -0.22
H 4.34379 -3.65729 -2.25111  0.10
H 3.86123 -5.31143 -2.49109  0.07
H 6.09800 -6.08167 -1.60033  0.11
H 6.60023 -4.46852 -1.37741  0.14
O -3.05179 2.94232 -0.04673  -0.05
H -2.72264 3.60986 0.56452  0.04
H -2.25461 2.48842 -0.34818  0.02
O 6.43137 6.16190 -2.15026  -0.07
H 5.96894 5.42244 -1.73691  0.00
H 6.96298 6.53010 -1.43889  0.03
Be 5.04936 -5.98372 -4.34843  0.93
C -6.16776 4.12195 1.89027  -0.06
C -6.42969 3.06960 0.83149  -0.21
O -7.78619 3.12352 0.36734  0.03
C -8.07208 4.13204 -0.45834  -0.62
O -7.30941 4.96984 -0.83968  0.14
O -9.36978 4.06028 -0.76712  0.00
C -9.83354 5.14923 -1.56505  -0.04
H -6.88726 4.03153 2.70728  0.08
H -5.15856 4.01876 2.29306  0.08
H -6.27151 5.12843 1.48495  0.08
H -6.28893 2.07862 1.26655  0.11
H -5.73455 3.15665 -0.00531  0.11
H -9.23363 5.26388 -2.46722  0.10
H -9.82488 6.06987 -0.97995  0.10
H -10.85974 4.93305 -1.85643  0.09
F 4.54898 -0.47564 0.43185  -0.15

Its spin multiplicity is 1. For the HOMO-LUMO gap, the calculation gives 1.431 eV. The HOMO energy comes out at -7.086 eV.


No. 4
Here is one molecule with the formula C6H6O from the Open Molecules 2025 dataset. Energies are from ωB97M-V/def2-TZVPD.

Each line ends with the Löwdin charge.
Geometry (Å):
O -0.01793 -1.24967 2.29912  0.02
C 0.86935 -1.20674 1.27177  -0.20
C 1.35464 -0.09593 0.75462  0.00
C 1.18633 0.94583 -0.03960  -0.06
C -0.02059 0.86128 -0.84325  -0.24
C -1.05236 1.23946 -1.53155  0.02
C -1.02196 -0.20783 -1.11766  -0.13
H -0.30845 -0.34154 2.47105  0.11
H 1.16501 -2.19913 0.94718  0.13
H 1.84372 1.81062 -0.09042  0.10
H -1.63650 2.01305 -2.00522  0.09
H -1.66331 -0.56711 -0.30340  0.08
H -0.76445 -0.99213 -1.83680  0.09

Its SMILES is OC=C=CC1=CC1. Its spin multiplicity is 1. For the HOMO-LUMO gap, the calculation gives 9.420 eV. The HOMO energy comes out at -8.787 eV. The energy above the lowest of the compared OMol25 structures with the same formula, charge and spin comes out at 4.5653 eV.


No. 5
Here is C20H12Cl5N4O3STi as an isolated structure from the Open Molecules 2025 dataset. Energies are from ωB97M-V/def2-TZVPD.

Each line ends with the Löwdin spin population.
Geometry (Å):
Ti -1.03029 -0.24001 -0.41094  1.09
N 0.05382 1.90989 -3.95816  0.01
C -0.17604 0.89322 -3.05297  0.02
S -1.85579 0.45181 -2.74663  0.00
N 0.87985 0.31446 -2.55980  0.02
N 0.48365 -0.65729 -1.61911  0.18
C 0.89964 -1.90177 -1.71850  0.19
C 0.08347 -2.86228 -1.07011  0.11
C 0.38710 -4.24588 -1.02189  0.03
C -0.49807 -5.12294 -0.47551  0.06
C -1.72421 -4.63071 0.04258  0.07
C -1.96157 -3.28871 -0.02246  0.02
N -1.10603 -2.39403 -0.56329  0.12
H -0.71706 2.55138 -4.05351  0.00
H 0.95979 2.34369 -3.85770  0.00
H 1.72603 -2.18077 -2.36340  0.01
H 1.33318 -4.58128 -1.42620  0.00
H -0.27105 -6.18009 -0.43912  0.00
H -2.45963 -5.28578 0.48616  0.00
H -2.88096 -2.86472 0.36982  0.00
Cl -3.33609 -0.01604 1.12084  0.00
C -2.08729 -0.61280 2.24604  0.01
C -0.80528 -0.70862 1.74143  0.01
C 0.08750 -1.31163 2.60175  0.01
Cl 1.73653 -1.56260 2.06085  0.00
C -0.24812 -1.75387 3.88489  0.00
Cl 0.91841 -2.51370 4.91505  0.00
C -1.55261 -1.58876 4.34871  0.01
Cl -1.99933 -2.10555 5.93629  0.00
C -2.50390 -1.01384 3.51147  0.00
Cl -4.14193 -0.82491 4.02757  0.00
O 1.65569 1.52841 0.90842  0.00
C 1.78194 2.64237 0.15571  0.00
C 3.08304 3.09215 -0.07982  0.00
C 3.29856 4.23970 -0.81425  0.00
C 2.22344 4.97410 -1.31462  0.00
C 0.93974 4.52885 -1.06490  0.00
C 0.69611 3.35663 -0.34791  0.00
C -0.73326 2.93261 -0.17368  0.00
O -1.63823 3.74513 -0.17091  0.00
O -0.90178 1.65777 0.04046  0.01
H 0.72084 1.25712 0.91015  0.00
H 3.90120 2.51093 0.32081  0.00
H 4.31426 4.56749 -0.99642  0.00
H 2.38841 5.87800 -1.88442  0.00
H 0.07631 5.07284 -1.42277  0.00

Its total charge is -1. Its spin multiplicity is 3. For the HOMO-LUMO gap (alpha / beta), the calculation gives 5.880 / 7.384 eV. The HOMO energy (alpha / beta) comes out at -3.519 / -5.267 eV. The expectation value of S² is 2.015. The energy above the lowest of the compared OMol25 structures with the same formula, charge and spin comes out at 0.8900 eV.


No. 6
Here is a 2-piece molecular cluster, C5H10O overall from the Open Molecules 2025 dataset. Energies are from ωB97M-V/def2-TZVPD.

Each line ends with the Löwdin charge.
Geometry (Å):
C -1.11680 1.02249 -1.61502  -0.12
C -0.67065 0.55786 -0.22607  -0.31
C 0.79760 0.16568 -0.18234  -0.15
C 0.42452 -0.63257 2.01591  0.13
C 1.17263 -1.17845 -0.28028  -0.30
O 0.86071 -2.00959 0.61073  -0.05
H -1.00237 0.21842 -2.35054  0.07
H -2.16814 1.33380 -1.61018  0.07
H -0.51445 1.87366 -1.95438  0.07
H -0.86585 1.36993 0.49426  0.10
H -1.29211 -0.28633 0.09919  0.11
H 1.43405 0.87472 -0.72322  0.10
H -0.18664 -1.44132 2.40360  0.05
H 1.44638 -0.63219 2.37667  0.06
H -0.07766 0.33034 2.06831  0.03
H 1.75876 -1.56647 -1.12663  0.13

Its spin multiplicity is 1. For the HOMO-LUMO gap (alpha / beta), the calculation gives 7.770 / 7.773 eV. The HOMO energy (alpha / beta) comes out at -7.807 / -7.809 eV. The energy above the lowest of the compared OMol25 structures with the same formula, charge and spin comes out at 4.6904 eV.


E_tot per entry: -627.14889; -1408.67890; -9899.52694; -307.29566; -4762.89333; -271.58025 hartree